Density functional theory data (the ωB97M-V functional and the def2-TZVPD basis) for C40H42BFN9OS2SiSr as an isolated structure at a distorted geometry.

CARTESIAN COORDINATES (ANGSTROEM)
Sr -0.33644 -1.17441 0.45289
N 0.90694 -0.05490 -3.63947
C 0.74124 0.59117 -2.44108
S 2.09981 1.25284 -1.64154
N -0.54267 0.73160 -2.12381
N -0.78871 1.06272 -0.84816
C -1.92858 1.58604 -0.54927
C -3.05148 1.87684 -1.47982
C -2.87113 2.22129 -2.82366
C -3.96606 2.42482 -3.65341
C -5.25940 2.28002 -3.17265
C -5.45418 1.93521 -1.84034
C -4.36336 1.74129 -1.00700
C -2.12264 1.84155 0.91175
C -2.73424 3.01136 1.36142
C -2.88470 3.21077 2.72036
C -2.43585 2.23598 3.60216
C -1.82202 1.11399 3.07454
N -1.65783 0.92144 1.76251
H 1.84468 -0.37674 -3.80735
H 0.15965 -0.69262 -3.87794
H -1.86922 2.31780 -3.21170
H -3.80147 2.69200 -4.69048
H -6.10892 2.42747 -3.82851
H -6.45681 1.80822 -1.44949
H -4.53155 1.45208 0.02475
H -3.08254 3.74393 0.64339
H -3.35134 4.11686 3.08992
H -2.55717 2.34123 4.67326
H -1.45168 0.32055 3.71468
C -0.29162 -2.73077 5.02617
Si -0.25315 -3.41725 3.27519
C 1.52740 -3.31924 2.70777
C -0.58707 -5.26163 3.35883
N -1.26345 -2.57582 2.19618
C -2.62020 -2.49249 2.27537
C -3.45522 -3.06768 3.26793
C -4.83793 -2.94559 3.25476
C -5.49447 -2.24248 2.25270
C -4.72288 -1.65096 1.25378
C -3.36207 -1.78340 1.30291
F -2.63918 -1.16907 0.29735
H 0.36105 -3.31222 5.68752
H -1.29815 -2.72513 5.45790
H 0.07049 -1.69381 5.00995
H 2.14760 -3.88209 3.41600
H 1.92272 -2.30142 2.67102
H 1.65858 -3.78086 1.72031
H 0.11426 -5.75096 4.04402
H -0.44609 -5.68852 2.35846
H -1.60574 -5.50478 3.68088
H -2.97777 -3.63348 4.06084
H -5.41466 -3.41650 4.04303
H -6.57259 -2.15662 2.23847
H -5.16655 -1.09438 0.43569
B 0.35573 -4.43716 -1.26243
N -0.61541 -3.57898 -2.12703
C -1.25564 -3.98403 -3.23417
C -2.19708 -3.02644 -3.57178
C -2.05486 -2.04959 -2.57759
N -1.09893 -2.38586 -1.71360
N 1.66124 -3.62952 -0.94448
C 2.89446 -4.15276 -0.91007
C 3.78429 -3.16573 -0.52389
C 2.97437 -2.04336 -0.34022
N 1.68828 -2.32112 -0.58512
H 0.68660 -5.39730 -1.93127
H -0.19545 -4.76353 -0.22078
H -1.00336 -4.92268 -3.70105
H -2.88475 -3.03873 -4.40157
H -2.57562 -1.11020 -2.46727
H 3.05600 -5.18602 -1.17510
H 4.85327 -3.24587 -0.40580
H 3.26334 -1.03223 -0.10455
O 0.84888 -0.00784 2.85482
S 1.94884 0.50048 1.96259
C 3.47046 0.26376 2.89412
C 3.36769 -0.09666 4.22518
C 4.53340 -0.29155 4.95498
C 5.77410 -0.13666 4.34741
C 5.85686 0.20606 3.00261
C 4.69893 0.40184 2.26448
C 1.91131 2.29415 2.08055
C 2.53951 3.08734 1.13278
C 2.46641 4.46685 1.26552
C 1.76116 5.03235 2.32254
C 1.12531 4.21922 3.25276
C 1.19814 2.83876 3.13274
H 2.38544 -0.23745 4.66307
H 4.47091 -0.57500 5.99832
H 6.68005 -0.29754 4.91908
H 6.82338 0.30935 2.52470
H 4.75230 0.65773 1.21003
H 3.03964 2.64008 0.28299
H 2.93944 5.09960 0.52490
H 1.69178 6.10989 2.41065
H 0.56362 4.65872 4.06821
H 0.69614 2.18352 3.83341

Summary:
2S+1: 1
LUMO in eV: 2.3
ΔE to the lowest compared entry with this formula, charge and spin in eV: 0.817
Charge: -1
Total energy in eV: -91404.900
Gap between HOMO and LUMO in eV: 6.7061

Density functional theory data (the ωB97M-V functional and the def2-TZVPD basis) for one molecule with the formula C4H9NO2.

CARTESIAN COORDINATES (ANGSTROEM)
C -1.05216 1.27741 -0.61073
C -0.35901 0.40696 0.45261
C -0.93198 -1.01103 0.51561
O -0.12601 -1.97173 1.13038
N 1.06776 0.46523 0.17964
C 1.92766 -0.35698 -0.46137
O 1.81063 -1.54723 -0.72068
H -0.68050 2.31285 -0.60227
H -2.14060 1.33274 -0.49675
H -0.82514 0.86348 -1.60008
H -0.48386 0.85831 1.44648
H -1.82491 -0.91440 1.13427
H -1.26113 -1.30996 -0.49000
H 0.67062 -2.06740 0.57129
H 1.37211 1.41936 0.29043
H 2.83969 0.19814 -0.73034

Summary:
2S+1: 1
LUMO in eV: 0.7
ΔE to the lowest compared entry with this formula, charge and spin in eV: 1.065
Total energy in eV: -9878.995
Gap between HOMO and LUMO in eV: 10.6520

Density functional theory data (the ωB97M-V functional and the def2-TZVPD basis) for C10H10ClMoNO2 as an isolated structure at a distorted geometry.

CARTESIAN COORDINATES (ANGSTROEM)
Cl 1.01121 1.67796 1.49575
C 1.25273 0.48341 -2.11920
C 0.92186 -0.91603 -2.05152
C 1.65056 -1.48685 -0.95037
H 0.27102 -1.44565 -2.73688
C 2.43818 -0.44402 -0.33332
C 2.19112 0.75952 -1.08480
H 2.72855 1.68523 -0.94112
H 0.90378 1.18660 -2.86579
H 1.67905 -2.52762 -0.63975
C 3.39723 -0.62461 0.79508
Mo 0.29357 0.06921 -0.14136
C -1.35778 -1.53729 -0.50889
C -1.16906 1.87046 -0.44785
O -2.30130 -2.16903 -0.71165
O -1.99363 2.65188 -0.29086
H 3.04651 -1.40213 1.47875
H 3.52198 0.29994 1.36293
H 4.38621 -0.93321 0.43988
C -4.27687 0.55202 1.81508
C -2.89873 0.26547 1.49984
N -1.77661 0.08007 1.23180
H -4.89155 0.61056 0.90170
H -4.33140 1.51875 2.33361
H -4.69662 -0.22465 2.46895

Summary:
2S+1: 3
LUMO (spin up / spin down) in eV: -9.3 / -10.4
Expectation value of S²: 2.0198
ΔE to the lowest compared entry with this formula, charge and spin in eV: 0.089
Charge: +2
Total energy in eV: -30477.749
Gap between HOMO and LUMO (spin up / spin down) in eV: 8.1904 / 7.4798

Density functional theory data (the ωB97M-V functional and the def2-TZVPD basis) for an isolated ion of composition C4H9N2 and charge +1 at a distorted geometry.

CARTESIAN COORDINATES (ANGSTROEM)
C -0.45063 -0.50014 0.41873
C 1.87776 -0.88651 -0.26378
C -1.63853 0.46461 -0.06836
C 1.16590 1.38942 0.10088
N -2.66049 -0.24667 -0.25738
N 0.92439 -0.10770 0.04399
H -0.37891 -0.29118 1.55188
H -0.67735 -1.48394 0.07639
H 1.59433 -1.95998 -0.29476
H 2.76303 -0.53267 -0.72044
H 0.60866 1.97508 -0.78836
H 0.71617 1.72148 0.92875
H 2.18810 1.67796 0.12100
H -3.56326 0.01383 -0.59344
H -2.46916 -1.23360 -0.25510

Summary:
2S+1: 1
LUMO in eV: -4.8
ΔE to the lowest compared entry with this formula, charge and spin in eV: 4.258
Charge: +1
Total energy in eV: -7263.884
Gap between HOMO and LUMO in eV: 7.9625

Density functional theory data (the ωB97M-V functional and the def2-TZVPD basis) for a 2-piece molecular cluster, C2H8Cl2Si2 overall at a distorted geometry.

CARTESIAN COORDINATES (ANGSTROEM)
C 2.42892 0.51675 1.83052
C -2.45586 -0.13862 -2.01979
Si 2.27223 -0.52137 0.26253
Si -1.88068 -0.19100 -0.20641
Cl -3.22629 -1.33417 0.84805
Cl -2.07882 1.73724 0.53171
H 1.55456 0.40766 2.46684
H 3.30082 0.23006 2.41551
H 2.52564 1.57127 1.58440
H -1.86717 0.57813 -2.58346
H -2.34511 -1.11061 -2.48935
H -3.50269 0.15426 -2.09382
H 2.81315 0.05657 -0.95674
H 2.46128 -1.95617 0.41001

Summary:
2S+1: 1
LUMO (spin up / spin down) in eV: -0.5 / -1.3
ΔE to the lowest compared entry with this formula, charge and spin in eV: 3.296
Total energy in eV: -43003.810
Gap between HOMO and LUMO (spin up / spin down) in eV: 7.5542 / 6.1188

Density functional theory data (the ωB97M-V functional and the def2-TZVPD basis) for a 2-piece molecular cluster, C20H14FNO3S overall at a distorted geometry.

CARTESIAN COORDINATES (ANGSTROEM)
F -5.01686 -0.15368 2.31054
C -3.79622 0.40395 1.98011
C -3.64911 1.00447 0.71171
C -2.42994 1.59047 0.45692
C -1.32635 1.53085 1.34673
C -0.08883 2.18981 0.97742
C 1.17436 1.97874 1.63007
C 2.21142 2.94053 1.36475
C 3.26507 3.11597 2.26615
C 3.38298 2.25731 3.36957
C 2.55115 1.12668 3.48408
C 1.49267 0.95757 2.58016
C -1.54481 0.91443 2.61430
C -2.76872 0.35537 2.93827
H -4.47635 1.02755 -0.01705
H -2.32058 2.11652 -0.48925
H -0.17390 3.10120 0.31123
H 2.13380 3.54096 0.45801
H 3.98547 3.91960 2.08393
H 4.17584 2.44117 4.10876
H 2.72949 0.37501 4.24900
H 0.91047 0.01628 2.59377
H -0.74524 0.91957 3.35836
H -2.93061 -0.10090 3.93395
C -0.25197 3.15756 -5.65443
C -0.85069 3.46172 -4.42951
C -0.37661 2.82272 -3.29473
C 0.66195 1.88781 -3.35646
C 1.27206 1.58721 -4.57441
C 0.80370 2.23009 -5.73655
S 1.04137 1.25037 -1.74980
O 0.83054 -0.17265 -1.71195
O 2.26781 1.84358 -1.26591
N -0.30402 2.03036 -1.10625
C -0.88832 2.98726 -1.92212
O -1.72936 3.82079 -1.52880
H -0.60222 3.63688 -6.56017
H -1.68357 4.17857 -4.31317
H 2.09153 0.86063 -4.62359
H 1.25187 2.01563 -6.71590

Summary:
2S+1: 1
LUMO in eV: -1.5
Total energy in eV: -42149.302
Gap between HOMO and LUMO in eV: 7.4147

Please write out number 2 again, unchanged.
Density functional theory data (the ωB97M-V functional and the def2-TZVPD basis) for one molecule with the formula C4H9NO2.

CARTESIAN COORDINATES (ANGSTROEM)
C -1.05216 1.27741 -0.61073
C -0.35901 0.40696 0.45261
C -0.93198 -1.01103 0.51561
O -0.12601 -1.97173 1.13038
N 1.06776 0.46523 0.17964
C 1.92766 -0.35698 -0.46137
O 1.81063 -1.54723 -0.72068
H -0.68050 2.31285 -0.60227
H -2.14060 1.33274 -0.49675
H -0.82514 0.86348 -1.60008
H -0.48386 0.85831 1.44648
H -1.82491 -0.91440 1.13427
H -1.26113 -1.30996 -0.49000
H 0.67062 -2.06740 0.57129
H 1.37211 1.41936 0.29043
H 2.83969 0.19814 -0.73034

Summary:
2S+1: 1
LUMO in eV: 0.7
ΔE to the lowest compared entry with this formula, charge and spin in eV: 1.065
Total energy in eV: -9878.995
Gap between HOMO and LUMO in eV: 10.6520

Q: Look up the total energy of the fourth one.
A: -7263.884 eV

Q: Which of these has the highest 2S+1?
A: C10H10ClMoNO2